[1]
Computed, not measured: 6 unconnected molecules or ions with the total composition H12O6 in a non-equilibrium geometry, with wB97M-V/def2-TZVPD.

Each line ends with the Mulliken charge.
Atoms and positions in Å:
O 0.4766 -0.9519 0.1262  -0.677
H 0.1235 -0.0658 0.0544  0.315
O 2.2846 -1.8038 -1.9188  -0.603
H 0.4349 -1.1495 1.0472  0.356
H -0.8511 1.4780 1.4023  0.294
O 0.0370 0.7620 -2.4103  -0.690
H 0.5436 -2.0185 3.6975  0.313
H -1.1267 1.8724 -1.3860  0.359
H -0.2360 -0.9900 2.9028  0.313
O 0.1496 -1.8364 2.8150  -0.669
O -1.3131 0.8457 1.9920  -0.625
H -2.1966 2.8969 -1.1613  0.312
O -1.6502 2.2682 -0.6838  -0.593
H 1.7831 -1.4136 -1.2153  0.365
H 0.3987 1.3492 -3.0614  0.294
H 0.2858 -0.1895 -2.4995  0.329
H 3.0781 -2.0138 -1.4601  0.302
H -2.2217 0.9605 1.7588  0.305

Its electronic energy is -12480.154 eV. As for the relative energy (zero: lowest compared OMol25 entry of this formula, charge and spin): 22.1 kcal per mole. Its structure (SMILES) is O.O.O.O.O.O. The gap between HOMO and LUMO is 11.518 eV. The spin multiplicity is 1. For the max |F|, the calculation gives 0.0426 hartree/bohr.

[2]
Computed, not measured: 2 unconnected molecules or ions with the total composition C4H12S in a non-equilibrium geometry, with wB97M-V/def2-TZVPD.

Each line ends with the Mulliken charge.
Atoms and positions in Å:
C -0.9546 0.4067 1.3417  -1.379
H -0.6897 0.5215 2.3840  0.388
H -1.9810 0.7570 1.2213  0.369
H -1.6854 -3.0939 1.8003  0.080
H 0.1811 0.5001 -3.1682  0.285
S -0.5885 -1.2525 0.7367  -0.316
H 2.0026 1.5992 -0.9770  0.275
H -1.5922 -1.7384 3.0318  0.673
C -1.1323 -2.2437 2.1933  -1.071
H -0.3100 1.2544 -1.6673  0.183
H 1.7544 -0.1063 -1.0994  0.339
C 0.4889 1.2144 -2.4089  -0.729
H -0.2073 -2.6758 2.5891  0.141
H -0.2962 1.0794 0.7900  0.213
H 2.6952 0.7686 -2.2212  0.390
C 1.7595 0.8032 -1.6970  -1.146
H 0.5557 2.2062 -2.8491  0.305

Its electronic energy is -15175.930 eV. As for the relative energy (zero: lowest compared OMol25 entry of this formula, charge and spin): 10.3 kcal per mole. As for the charge: -1. The expectation value of S² is 0.75. The gap between HOMO and LUMO (alpha / beta) is 2.127 / 8.180 eV. The spin multiplicity is 2. For the max |F|, the calculation gives 0.0356 hartree/bohr.

[3]
Computed, not measured: a molecular structure, H32KO16 in a non-equilibrium geometry, with wB97M-V/def2-TZVPD.

Each line ends with the Mulliken charge.
Atoms and positions in Å:
O -2.3756 2.7571 0.1752  -0.552
H -1.7423 1.1900 3.0568  0.224
H -1.9892 -0.5229 -1.9888  0.272
H -1.5571 -3.3254 0.2158  0.278
H -1.8639 3.4966 -0.1528  0.215
H 0.4548 0.9337 -2.5342  0.249
H 0.3969 -3.6502 -1.1557  0.415
H 1.1913 -3.8909 2.8169  0.278
H -0.5951 2.1614 2.8772  0.294
O -2.8910 -2.0221 -3.1069  -0.604
O 1.6309 4.5725 -1.4027  -0.607
H -4.7942 0.5295 0.6555  0.302
O 0.4618 1.5700 -1.8191  -0.349
O 1.0523 -3.6353 -1.8532  -0.680
H 2.0219 4.0791 -0.6816  0.276
O 1.7237 0.4880 2.3193  -0.447
H -0.7603 -1.9845 3.1481  0.276
O 2.4945 -1.3922 -1.2663  -0.523
H -1.7669 -0.8988 3.4640  0.283
O -1.9248 -0.2994 -1.0603  -0.198
H 2.5114 1.0255 2.4014  0.225
H 4.3809 -0.0407 0.3179  0.356
H 4.0681 2.7700 0.0868  0.276
O 4.8218 -0.8460 0.0472  -0.681
O -1.5123 2.0212 2.6416  -0.569
H -2.1533 2.7048 1.1047  0.325
O 4.3829 1.8904 -0.1217  -0.627
O -0.6007 -3.3054 0.2494  -0.622
H -2.7203 -2.8648 -3.5276  0.296
H 0.7680 2.3819 -2.2233  0.203
H 3.3575 -1.3252 -0.8575  0.288
O -4.4183 0.7921 -0.1848  -0.602
H 1.5935 -2.8704 -1.6576  0.413
H 0.7276 4.7265 -1.1261  0.323
H -3.6744 1.3476 0.0483  0.316
H 4.8762 -1.3701 0.8464  0.333
H -2.6613 2.1539 -2.2497  0.316
H -2.8307 -0.1619 -0.7832  0.194
H 1.7396 -0.0802 3.0894  0.258
O 0.2617 -3.7025 2.9457  -0.606
H -0.0828 -4.4817 3.3820  0.283
K 0.4271 -0.4091 0.2118  0.516
H 5.1274 1.7566 0.4648  0.339
O -2.9085 2.3722 -3.1482  -0.618
H -2.6193 3.2773 -3.2636  0.290
H 2.6713 -1.3616 -2.2065  0.287
H -0.3954 -3.2012 1.1785  0.288
O -1.0324 -1.1050 2.8860  -0.490
H -3.2731 -2.2500 -2.2594  0.289

Its electronic energy is -49601.838 eV. As for the relative energy (zero: lowest compared OMol25 entry of this formula, charge and spin): 44.1 kcal per mole. As for the charge: +1. The gap between HOMO and LUMO is 9.226 eV. The spin multiplicity is 1. For the max |F|, the calculation gives 0.0199 hartree/bohr.